Molecular formula: C4H9O2
Method: DFT, ωB97M-V/def2-TZVPD

Last column: Mulliken charge in e.
Cartesian coordinates (Å):
H  1.971  -1.445  2.818  0.24
H  0.366  0.040  1.459  0.21
C  1.304  -1.852  2.052  -0.84
H  -0.715  -1.268  1.266  0.29
C  0.083  -0.907  1.911  -0.82
H  1.283  1.631  -1.812  0.27
H  0.904  -2.810  2.386  0.28
H  1.894  -2.048  1.156  0.31
H  0.950  0.024  -2.298  0.25
H  1.281  0.062  -0.636  0.01
H  -0.216  -0.830  2.960  0.33
C  0.879  0.695  -1.435  -0.58
O  -1.189  -0.276  -0.856  -0.72
C  -0.628  0.836  -1.087  0.53
O  -1.114  1.976  -1.181  -0.73

Results
HOMO-LUMO gap (eV): 7.813
Multiplicity: 1
Largest force on an atom (eV Å⁻¹): 1.47
Total charge: -1
Energy above the lowest of the compared OMol25 structures with the same formula, charge and spin (kcal/mol): 11.29
Highest occupied orbital energy (eV): -3.88